The following is a DFT calculation (ωB97M-V/def2-TZVPD) of a molecular structure, C41H29AsBBrF7InN2O2S.

Last column: Mulliken charge in e.
Positions of all 86 atoms, in Å:
In -0.419 0.073 0.435  1.84
C -1.440 0.151 -3.308  -0.96
O -0.730 -0.638 -2.357  0.15
C -0.230 -1.821 -2.797  0.44
C -0.242 -2.263 -4.108  -0.59
C 0.288 -3.517 -4.407  -0.74
Br 0.270 -4.107 -6.206  -0.22
C 0.814 -4.330 -3.433  -0.69
C 0.825 -3.889 -2.105  0.94
C 0.321 -2.631 -1.792  -0.11
O 0.322 -2.131 -0.541  -0.41
C 1.351 -4.704 -1.020  0.03
N 1.387 -4.281 0.221  -0.20
C 1.930 -5.313 0.958  0.10
C 2.191 -5.403 2.322  -0.72
C 2.747 -6.576 2.788  -0.58
C 3.040 -7.642 1.925  -0.39
C 2.784 -7.570 0.570  -1.12
C 2.225 -6.386 0.107  0.65
N 1.842 -5.969 -1.152  -0.07
H -2.239 -0.443 -3.758  0.51
H -0.759 0.521 -4.078  0.32
H -1.866 0.987 -2.763  0.06
H -0.652 -1.658 -4.900  0.58
H 1.213 -5.296 -3.704  0.48
H 0.720 -2.821 0.081  0.60
H 1.962 -4.577 2.979  0.50
H 2.965 -6.680 3.842  0.40
H 3.476 -8.544 2.332  0.38
H 3.010 -8.394 -0.092  0.39
H 1.901 -6.501 -2.002  0.21
S 1.493 -0.768 1.742  -0.43
C 1.216 -0.063 3.349  0.83
C 1.591 -0.837 4.449  -0.75
C 1.474 -0.341 5.734  -0.63
C 0.969 0.935 5.950  -0.92
C 0.580 1.705 4.868  -0.62
C 0.702 1.219 3.569  0.03
As 0.137 2.254 2.040  0.73
C 1.789 3.142 1.541  0.66
C 1.778 4.226 0.668  -0.16
C 2.971 4.829 0.302  -0.85
C 4.178 4.344 0.783  -0.52
C 4.191 3.257 1.642  -0.74
C 3.000 2.659 2.026  -0.46
C -0.997 3.584 2.850  0.33
C -2.280 3.186 3.212  -0.45
C -3.137 4.091 3.816  -0.70
C -2.719 5.394 4.047  -0.43
C -1.445 5.791 3.676  -0.76
C -0.579 4.888 3.074  -0.28
H 1.977 -1.833 4.281  0.46
H 1.775 -0.955 6.572  0.39
H 0.877 1.326 6.954  0.40
H 0.177 2.699 5.033  0.44
H 0.843 4.599 0.271  0.61
H 2.954 5.676 -0.370  0.41
H 5.106 4.812 0.488  0.39
H 5.127 2.874 2.021  0.42
H 3.023 1.818 2.709  0.33
H -2.611 2.169 3.022  0.44
H -4.134 3.782 4.100  0.41
H -3.391 6.101 4.512  0.38
H -1.121 6.806 3.855  0.41
H 0.420 5.199 2.792  0.46
F -0.951 3.661 -0.231  -0.22
B -1.052 2.637 -1.142  0.26
F -2.083 1.761 -0.780  -0.23
F -1.175 3.084 -2.420  -0.26
F 0.143 1.793 -1.037  -0.58
F -9.788 -0.615 1.320  -0.25
C -9.197 -1.566 0.572  0.81
F -9.715 -1.444 -0.665  -0.25
F -9.612 -2.747 1.049  -0.28
C -7.700 -1.428 0.570  0.37
C -7.145 -0.244 0.096  -0.93
C -5.774 -0.083 0.085  -0.48
C -4.945 -1.106 0.552  0.27
C -5.511 -2.289 1.023  -0.74
C -6.886 -2.450 1.033  -0.48
C -3.527 -0.925 0.540  0.55
C -2.333 -0.748 0.508  -1.10
H -7.787 0.546 -0.267  0.38
H -5.327 0.829 -0.284  0.58
H -4.866 -3.078 1.378  0.49
H -7.323 -3.367 1.397  0.46

## Properties
Energy relative to the best compared isomer or geometry (same formula, charge and spin)   5.9 kcal per mole
LUMO   0.0 eV
E_HOMO   -0.30638 Eh
Orbital gap   8.29 eV

The following is a DFT calculation (ωB97M-V/def2-TZVPD) of a molecular structure, C41H29BF2NNiO6S2.

Last column: Mulliken charge in e.
Positions of all 83 atoms, in Å:
Ni -0.119 -1.555 0.968  0.12
O 6.439 -1.597 0.716  -0.65
C 5.985 -2.698 1.075  -0.17
O 6.542 -3.770 1.323  -0.72
C 4.474 -2.674 1.279  0.53
C 3.887 -1.963 2.323  -0.47
C 2.509 -1.883 2.426  -0.36
N 1.672 -2.454 1.559  -0.53
C 2.238 -3.190 0.581  0.76
C 3.608 -3.325 0.404  -0.22
C 1.345 -3.947 -0.341  -0.03
O 1.707 -4.603 -1.279  -0.60
O 0.006 -3.842 0.008  -0.05
H 4.509 -1.442 3.037  0.43
H 2.041 -1.302 3.213  0.46
H 3.982 -3.933 -0.405  0.53
C 6.100 3.171 -0.033  -1.53
C 4.757 2.497 -0.002  1.11
C 3.584 3.247 0.078  -0.98
C 2.345 2.636 0.160  -0.91
C 2.279 1.252 0.134  -0.36
C 3.430 0.487 0.060  0.31
C 4.668 1.110 -0.007  -1.30
S 0.662 0.461 0.310  1.74
O -0.132 1.479 1.064  -0.74
C 0.203 0.516 -1.436  1.36
C 1.134 -0.046 -2.343  -1.13
C 0.834 -0.133 -3.664  -1.44
C -0.425 0.306 -4.149  0.80
C -0.757 0.213 -5.521  -1.03
C -1.990 0.591 -5.970  -0.61
C -2.951 1.070 -5.057  -1.01
C -2.654 1.175 -3.728  -0.89
C -1.375 0.813 -3.237  1.18
C -1.036 0.921 -1.848  -0.88
C -2.091 1.391 -0.902  0.49
C -2.473 2.764 -0.886  0.85
C -1.801 3.736 -1.669  -0.77
C -2.176 5.048 -1.629  -0.95
C -3.246 5.458 -0.805  -0.54
C -3.903 4.546 -0.033  -1.02
C -3.529 3.179 -0.046  0.79
C -4.179 2.224 0.774  -1.43
C -3.778 0.922 0.773  -0.70
C -2.723 0.511 -0.066  0.67
S -2.176 -1.209 -0.082  1.48
O -3.179 -1.967 -0.882  -0.99
C -2.477 -1.610 1.636  0.28
C -1.693 -1.003 2.621  0.80
C -1.859 -1.404 3.942  -1.42
C -2.782 -2.384 4.289  1.02
C -2.939 -2.807 5.723  -1.57
C -3.545 -2.973 3.283  -0.89
C -3.389 -2.605 1.957  -1.06
H 6.027 4.178 -0.444  0.39
H 6.810 2.602 -0.629  0.38
H 6.511 3.252 0.975  0.28
H 3.644 4.328 0.090  0.35
H 1.433 3.208 0.260  0.56
H 3.386 -0.595 0.080  0.64
H 5.556 0.490 -0.026  0.58
H 2.085 -0.404 -1.977  0.45
H 1.549 -0.553 -4.361  0.40
H -0.014 -0.176 -6.206  0.44
H -2.236 0.512 -7.021  0.39
H -3.935 1.347 -5.410  0.42
H -3.406 1.526 -3.036  0.51
H -0.975 3.425 -2.293  0.50
H -1.647 5.779 -2.226  0.42
H -3.539 6.500 -0.785  0.40
H -4.717 4.854 0.611  0.43
H -4.992 2.546 1.413  0.37
H -4.260 0.198 1.417  0.57
H -1.037 -0.160 2.376  0.54
H -1.257 -0.940 4.713  0.44
H -2.990 -1.941 6.383  0.37
H -2.093 -3.415 6.046  0.29
H -3.844 -3.395 5.862  0.37
H -4.266 -3.737 3.543  0.32
H -3.953 -3.072 1.162  0.50
F -0.430 -6.147 -0.256  -0.24
B -0.844 -4.907 -0.077  0.31
F -2.128 -4.703 0.122  -0.16

## Properties
Energy relative to the best compared isomer or geometry (same formula, charge and spin)   19.2 kcal per mole
LUMO   2.1 eV
E_HOMO   -0.14975 Eh
Orbital gap   6.18 eV
Net charge   -1

The following is a DFT calculation (ωB97M-V/def2-TZVPD) of a molecular structure, C41H29Cl5O2P2Rb in a non-equilibrium geometry.

Last column: Mulliken charge in e.
Positions of all 80 atoms, in Å:
Rb 0.516 -0.669 -2.262  1.04
Cl 0.852 -0.865 -5.574  -0.24
C 2.562 -0.412 -5.365  1.45
C 2.983 -0.080 -4.095  -1.54
C 4.314 0.270 -4.019  0.51
Cl 4.980 0.751 -2.439  -0.23
C 5.192 0.288 -5.104  -0.62
Cl 6.864 0.739 -4.928  -0.21
C 4.710 -0.063 -6.366  0.70
Cl 5.761 -0.054 -7.743  -0.23
C 3.369 -0.417 -6.502  -0.46
Cl 2.750 -0.848 -8.067  -0.20
O 2.443 -0.162 -0.473  -0.42
P 2.349 0.459 0.871  1.00
C 1.271 -0.508 2.000  -1.21
P -0.443 -0.396 1.386  0.83
O -0.430 -0.149 -0.088  -0.56
C -1.267 0.913 2.303  0.50
C -2.176 1.681 1.579  -0.60
C -2.870 2.707 2.214  -0.84
C -2.651 2.966 3.558  -0.50
C -1.739 2.204 4.281  -0.87
C -1.048 1.178 3.651  -0.26
C -1.251 -1.940 1.843  0.66
C -1.147 -2.996 0.938  -0.43
C -1.759 -4.208 1.214  -0.60
C -2.477 -4.370 2.393  -0.49
C -2.594 -3.319 3.290  -0.67
C -1.987 -2.099 3.013  -0.43
C 1.639 2.117 0.943  0.24
C 1.537 2.780 2.166  -0.08
C 0.891 4.006 2.245  -0.70
C 0.353 4.575 1.098  -0.51
C 0.457 3.923 -0.121  -0.65
C 1.087 2.688 -0.199  -0.54
C 3.943 0.579 1.714  0.40
C 4.508 -0.580 2.250  -0.45
C 5.781 -0.550 2.800  -0.74
C 6.503 0.638 2.810  -0.40
C 5.956 1.790 2.264  -0.73
C 4.680 1.762 1.716  -0.34
H 1.371 -0.193 3.041  0.51
H 1.565 -1.554 1.912  0.87
H -2.336 1.465 0.528  0.56
H -3.584 3.299 1.654  0.45
H -3.192 3.767 4.049  0.40
H -1.565 2.411 5.331  0.42
H -0.330 0.591 4.217  0.39
H -0.639 -2.850 -0.005  0.24
H -1.703 -5.015 0.494  0.42
H -2.969 -5.313 2.600  0.38
H -3.179 -3.438 4.194  0.40
H -2.117 -1.268 3.694  0.30
H 1.957 2.335 3.063  0.41
H 0.805 4.514 3.198  0.41
H -0.160 5.527 1.159  0.39
H 0.025 4.361 -1.012  0.44
H 1.128 2.162 -1.143  0.46
H 3.963 -1.517 2.218  0.29
H 6.216 -1.455 3.209  0.40
H 7.500 0.662 3.234  0.38
H 6.527 2.712 2.253  0.39
H 4.263 2.658 1.274  0.41
C -5.943 -1.688 -0.363  -0.71
C -4.631 -1.455 0.118  -0.36
C -3.588 -1.378 -0.770  -0.67
C -3.749 -1.525 -2.176  -0.33
C -2.591 -1.439 -3.042  -0.50
C -2.914 -1.588 -4.384  -0.08
C -4.228 -1.810 -4.880  -0.73
C -5.298 -1.896 -4.032  -0.87
C -5.082 -1.754 -2.639  1.19
C -6.155 -1.832 -1.707  -0.82
H -6.774 -1.752 0.332  0.35
H -4.454 -1.342 1.185  0.44
H -2.577 -1.194 -0.429  1.09
H -2.122 -1.539 -5.135  0.13
H -4.389 -1.917 -5.951  0.34
H -6.304 -2.072 -4.404  0.31
H -7.160 -2.011 -2.083  0.32

## Properties
Energy relative to the best compared isomer or geometry (same formula, charge and spin)   14.5 kcal per mole
LUMO   1.7 eV
E_HOMO   -0.12884 Eh
Orbital gap   5.20 eV
Net charge   -1